Molecular formula: C4H12N2O
Method: DFT, ωB97M-V/def2-TZVPD

Structure (XYZ):
```
19
Properties=species:S:1:pos:R:3:forces:R:3
C -0.040376 0.206857 1.631325 -0.509 0.135 0.226
O -0.958295 -0.859544 1.853348 0.140 -0.060 -0.432
C -0.131812 1.063093 0.358865 0.473 -0.835 -0.112
C 0.147770 0.319975 -0.957780 -0.082 0.043 -0.815
C -0.582820 -1.015147 -1.184834 -0.544 -0.057 0.423
N 0.155957 -2.254458 -1.025945 0.292 -0.319 -0.570
N 0.808385 2.129533 0.626037 0.389 0.711 -0.066
H 0.949377 -0.233977 1.637226 0.318 -0.225 0.110
H -0.108968 0.888205 2.479538 0.121 0.155 -0.006
H -1.106326 1.521315 0.248638 -0.488 0.053 0.283
H -0.151358 0.977926 -1.785260 -0.118 0.185 0.219
H 1.218586 0.201661 -1.169604 0.025 -0.205 0.537
H -1.446153 -1.094701 -0.520376 0.049 0.218 0.071
H -1.055237 -1.014529 -2.167185 0.316 -0.135 -0.196
H 0.770643 -2.300499 -0.225051 -0.211 0.258 0.191
H 0.723013 -2.441818 -1.844802 0.005 0.032 0.090
H -1.806348 -0.652020 1.452523 -0.012 0.119 0.097
H 0.864257 2.789972 -0.137098 -0.160 0.069 -0.110
H 1.749704 1.768154 0.730435 -0.004 -0.141 0.060
```
Forces are in eV/Å.

SMILES: NCC[C@H](N)CO
HOMO in Ha: -0.3309
Gap between HOMO and LUMO in hartree: 0.3675
Relative energy (zero: lowest compared OMol25 entry of this formula, charge and spin) in kJ/mol: 151.7
LUMO in eV: 0.9933

Atom charges from the Löwdin analysis, given in e for atoms 1 to 5: -0.226 -0.068 -0.407 -0.159 -0.291

Molecular formula: C3H10NO
Method: DFT, ωB97M-V/def2-TZVPD

Structure (XYZ):
```
15
Properties=species:S:1:pos:R:3:forces:R:3
C -2.238158 -0.860442 -0.253389 1.366 2.193 0.608
O -0.851310 -1.119869 -0.628836 -3.324 -1.989 -1.655
H -2.794526 -0.430009 -1.161990 0.507 -0.287 0.307
H -2.829094 -1.746562 0.033802 0.428 0.023 0.013
H -2.147379 0.032274 0.468920 -0.582 -1.563 -0.852
H -0.885511 -1.956939 -1.216715 0.269 1.149 0.952
C 1.759865 1.063119 0.558492 -2.059 -1.203 1.625
C 1.096435 1.920557 -0.225640 -0.846 0.844 -0.014
N 1.328211 -0.433179 0.476938 3.989 0.537 -2.730
H 2.147526 1.435241 1.555528 0.214 -1.100 -1.351
H 1.201221 2.976187 0.069968 0.080 -0.362 -0.694
H 0.311240 1.643491 -0.953961 0.914 0.218 0.172
H 2.234558 -0.978490 0.329006 -1.022 0.524 0.540
H 0.922324 -0.787461 1.301886 -0.688 -0.378 1.725
H 0.744598 -0.757918 -0.354009 0.753 1.392 1.352
```
Forces are in eV/Å.

HOMO (alpha / beta) in Ha: -0.7611 / -0.7011
Spin multiplicity: 2
Gap between HOMO and LUMO (alpha / beta) in hartree: 0.4578 / 0.1371
Relative energy (zero: lowest compared OMol25 entry of this formula, charge and spin) in kJ/mol: 489.7
LUMO (alpha / beta) in eV: -8.2528 / -15.3484
Charge: +2

Atom charges from the Löwdin analysis, given in e for atoms 1 to 5: 0.054 0.004 0.192 0.145 0.152